{
  "formula": "C31H44Cl4CrN3OPSSi",
  "method": "ωB97M-V/def2-TZVPD",
  "total_energy_ev": -145889.31108,
  "lumo_ev": [-3.26, -3.05],
  "spin_multiplicity": 4,
  "homo_ev": [-10.6, -10.7],
  "gap_ev": [7.3, 7.6],
  "s_squared": 3.814,
  "total_charge": 1,
  "elements": ["Cr", "Cl", "C", "C", "C", "Cl", "C", "C", "C", "C", "N", "C", "C", "O", "H", "H", "H", "H", "C", "C", "C", "P", "C", "C", "C", "C", "C", "C", "H", "H", "H", "H", "H", "H", "H", "H", "H", "H", "H", "H", "H", "H", "H", "H", "H", "H", "H", "H", "H", "Cl", "C", "Cl", "H", "H", "N", "C", "S", "N", "C", "C", "C", "C", "C", "C", "H", "H", "H", "H", "H", "H", "H", "H", "C", "Si", "C", "C", "C", "C", "H", "H", "H", "H", "H", "H", "H", "H", "H"],
  "coordinates": [[0.073, 0.179, -0.847], [3.058, 0.057, -4.711], [1.558, -0.780, -4.544], [1.142, -1.649, -5.578], [-0.049, -2.305, -5.496], [-0.547, -3.346, -6.785], [-0.891, -2.139, -4.363], [-2.148, -2.748, -4.182], [-2.855, -2.491, -3.041], [-2.312, -1.639, -2.067], [-1.140, -1.057, -2.195], [-0.436, -1.293, -3.341], [0.787, -0.592, -3.427], [1.096, 0.215, -2.418], [1.782, -1.785, -6.438], [-2.543, -3.398, -4.951], [-3.825, -2.937, -2.871], [-2.867, -1.431, -1.166], [2.698, 0.510, 2.390], [2.556, 1.840, 1.622], [3.805, 2.680, 1.907], [2.089, 1.541, -0.142], [3.582, 1.001, -1.069], [4.168, -0.281, -0.473], [4.652, 2.069, -1.301], [1.583, 3.138, -0.948], [2.206, 4.424, -0.409], [0.058, 3.259, -0.907], [2.338, 0.632, 3.411], [3.749, 0.226, 2.445], [2.153, -0.316, 1.937], [1.689, 2.380, 2.014], [4.711, 2.156, 1.607], [3.865, 2.826, 2.988], [3.798, 3.663, 1.446], [3.167, 0.752, -2.044], [4.734, -0.078, 0.437], [4.855, -0.730, -1.193], [3.395, -1.016, -0.238], [5.083, 2.461, -0.383], [4.272, 2.905, -1.889], [5.464, 1.617, -1.874], [1.881, 3.002, -1.992], [1.889, 4.616, 0.618], [1.872, 5.265, -1.020], [3.292, 4.409, -0.444], [-0.317, 3.270, 0.120], [-0.446, 2.450, -1.457], [-0.268, 4.183, -1.389], [-0.415, 0.797, 3.053], [-1.325, 2.234, 3.540], [-0.397, 3.723, 3.314], [-1.576, 2.142, 4.589], [-2.208, 2.293, 2.913], [-2.314, -1.416, 1.474], [-2.967, -0.348, 1.020], [-2.154, 0.892, 0.180], [-4.287, -0.314, 1.269], [-5.325, 0.578, 0.857], [-6.594, 0.014, 0.770], [-7.680, 0.793, 0.414], [-7.507, 2.143, 0.145], [-6.242, 2.699, 0.238], [-5.144, 1.929, 0.597], [-1.326, -1.542, 1.257], [-2.787, -2.145, 1.984], [-4.651, -1.138, 1.725], [-6.733, -1.040, 0.982], [-8.660, 0.342, 0.343], [-8.355, 2.758, -0.123], [-6.099, 3.752, 0.036], [-4.173, 2.386, 0.681], [0.701, -5.308, 1.395], [1.320, -3.701, 2.093], [3.171, -3.661, 2.233], [0.515, -3.304, 3.727], [0.814, -2.340, 0.940], [0.500, -1.378, 0.257], [1.020, -6.151, 2.010], [1.087, -5.465, 0.386], [-0.389, -5.323, 1.342], [3.530, -4.483, 2.856], [3.505, -2.725, 2.684], [3.643, -3.752, 1.253], [0.792, -4.033, 4.491], [-0.575, -3.304, 3.650], [0.826, -2.318, 4.077]],
  "mulliken_spin": [3.20, 0.00, -0.01, 0.00, 0.00, 0.00, 0.00, 0.01, 0.00, 0.02, -0.01, 0.00, 0.03, -0.06, 0.00, 0.00, 0.00, -0.01, -0.03, -0.02, 0.00, -0.02, -0.03, -0.01, 0.00, -0.04, 0.00, 0.05, 0.00, 0.00, 0.03, 0.00, 0.00, 0.00, 0.00, 0.00, 0.00, 0.00, 0.00, 0.00, 0.00, 0.00, 0.01, 0.00, 0.00, 0.00, -0.01, -0.03, 0.00, 0.01, 0.00, 0.00, 0.00, 0.00, 0.00, 0.01, -0.01, 0.00, 0.00, 0.00, 0.00, 0.00, 0.00, 0.00, 0.01, 0.00, 0.00, 0.00, 0.00, 0.00, 0.00, 0.00, 0.00, 0.00, 0.01, 0.01, 0.14, -0.26, 0.00, 0.00, 0.00, 0.00, 0.00, 0.00, 0.00, 0.00, 0.00]
}